Record 1
{
  "formula": "C42H58BN11O6P2S4V",
  "method": "ωB97M-V/def2-TZVPD",
  "symbols": ["V", "S", "S", "S", "S", "P", "P", "O", "O", "O", "O", "O", "O", "N", "N", "N", "N", "N", "N", "N", "N", "N", "N", "N", "C", "C", "C", "C", "C", "C", "C", "C", "C", "C", "C", "C", "C", "C", "C", "C", "C", "C", "C", "C", "C", "C", "C", "C", "C", "C", "C", "C", "C", "C", "C", "C", "C", "C", "C", "C", "C", "C", "C", "C", "C", "C", "B", "H", "H", "H", "H", "H", "H", "H", "H", "H", "H", "H", "H", "H", "H", "H", "H", "H", "H", "H", "H", "H", "H", "H", "H", "H", "H", "H", "H", "H", "H", "H", "H", "H", "H", "H", "H", "H", "H", "H", "H", "H", "H", "H", "H", "H", "H", "H", "H", "H", "H", "H", "H", "H", "H", "H", "H", "H", "H"],
  "positions_angstrom": [[-1.686, -0.499, 1.840], [0.291, 0.643, 2.407], [-0.127, -2.338, 1.551], [-1.181, 0.141, -0.626], [-1.153, -2.922, -1.722], [-4.416, -1.771, 1.706], [-2.680, -2.741, 3.937], [-3.429, -2.771, 5.187], [-1.554, -3.880, 3.852], [-3.120, -1.150, 0.978], [-5.264, -2.289, 0.477], [-5.104, -0.968, 2.707], [-2.043, -1.392, 3.500], [-2.872, -4.005, 1.439], [-0.346, 2.295, 5.831], [2.137, 1.511, -1.540], [-1.824, 1.709, 3.671], [2.577, -1.418, -1.257], [0.859, -0.199, -3.698], [-2.403, 1.172, 2.654], [0.993, 0.934, -1.252], [1.452, -1.472, -0.526], [0.294, -1.020, -2.779], [0.222, 1.944, 4.728], [2.474, -2.832, 1.110], [-3.984, 1.362, 7.680], [-0.477, -2.093, -3.029], [3.638, -2.068, -0.861], [-0.055, -1.647, -5.336], [-0.084, 1.524, -0.768], [3.611, -2.779, 0.356], [5.812, -3.139, -1.535], [1.322, -2.147, 0.615], [-1.333, 3.583, 0.004], [-2.166, 2.883, 7.275], [-5.693, 2.848, 3.056], [-3.712, -3.270, 2.463], [1.119, 1.898, -5.498], [-1.457, -3.639, -4.782], [-4.819, -4.205, 2.942], [-0.651, -2.439, -4.411], [-5.372, 2.274, 0.742], [-0.515, 1.452, 3.732], [4.407, 3.224, -0.410], [-3.693, 1.750, 2.362], [-4.137, 1.721, 1.051], [2.448, -3.580, 2.406], [-1.614, 1.952, 6.413], [-4.461, 2.307, 3.377], [0.750, 0.272, -7.353], [-3.395, 0.425, 6.833], [4.874, -1.948, -1.737], [-3.366, 2.581, 7.909], [3.519, 3.486, -1.635], [-2.202, 0.713, 6.198], [2.176, 2.822, -1.359], [4.162, 2.879, -2.885], [1.051, 3.533, -0.879], [0.689, -0.492, -4.953], [4.459, -1.867, -3.206], [3.363, 4.994, -1.839], [-6.151, 2.836, 1.742], [-0.125, 2.902, -0.546], [1.339, 0.455, -5.954], [5.584, -0.648, -1.333], [2.842, 0.156, -5.984], [0.501, -0.566, -1.350], [-4.398, -5.060, 3.471], [1.017, -0.689, -7.791], [4.322, 5.411, -2.142], [0.282, 2.818, 6.436], [-1.700, -3.619, -5.841], [-4.107, 2.291, 4.397], [-7.112, 3.264, 1.500], [2.644, 5.225, -2.625], [-2.532, -4.881, 1.853], [3.337, 0.823, -6.689], [-2.373, -3.689, -4.195], [5.340, -1.676, -3.816], [5.304, -4.090, -1.694], [6.623, -3.076, -2.258], [4.923, 0.207, -1.479], [6.472, -0.507, -1.948], [-6.305, 3.272, 3.838], [-3.855, -0.539, 6.666], [-3.528, 1.282, 0.267], [-3.431, -4.226, 0.606], [3.067, 5.513, -0.927], [5.899, -0.669, -0.289], [4.499, -3.290, 0.697], [6.271, -3.150, -0.547], [1.146, 1.043, -8.011], [-1.678, 3.832, 7.447], [4.539, 2.156, -0.243], [-0.896, -4.551, -4.567], [-0.164, -1.884, -6.384], [0.057, 2.137, -5.433], [1.572, 2.073, -4.523], [-5.454, -3.669, 3.643], [3.043, -0.869, -6.295], [3.615, 3.164, -3.784], [-0.337, 0.364, -7.355], [3.424, -4.015, 2.602], [4.197, 1.793, -2.841], [-5.720, 2.265, -0.281], [-6.187, -2.023, 0.511], [-1.569, 3.195, 0.998], [-2.027, -3.483, 1.121], [-3.809, 3.302, 8.581], [2.177, -2.915, 3.225], [-1.176, 4.657, 0.080], [-5.420, -4.556, 2.102], [-1.740, -0.024, 5.555], [4.011, -2.802, -3.545], [3.977, 3.662, 0.491], [3.741, -1.067, -3.372], [1.121, 4.605, -0.768], [-4.921, 1.134, 8.167], [5.387, 3.671, -0.566], [-1.410, -4.291, 4.708], [3.282, 0.310, -4.999], [1.573, 2.578, -6.218], [5.180, 3.253, -2.980], [1.706, -4.378, 2.386], [-2.202, 3.404, -0.630]],
  "relative_energy_kcal_mol": 0.00,
  "orbital_gap_ev": [5.722, 6.184],
  "lumo_ev": [-6.48, -6.07],
  "charge": 2,
  "s_squared": 1.061,
  "spin_multiplicity": 2,
  "homo_energy_ev": [-12.2, -12.3]
}

---

Record 2
{
  "formula": "C42H58F25N2O19",
  "method": "ωB97M-V/def2-TZVPD",
  "symbols": ["F", "F", "F", "F", "F", "F", "F", "F", "F", "F", "F", "F", "F", "F", "F", "F", "F", "F", "F", "F", "F", "F", "F", "F", "F", "O", "O", "O", "O", "O", "O", "O", "O", "O", "O", "O", "O", "O", "O", "O", "O", "O", "O", "O", "N", "N", "C", "C", "C", "C", "C", "C", "C", "C", "C", "C", "C", "C", "C", "C", "C", "C", "C", "C", "C", "C", "C", "C", "C", "C", "C", "C", "C", "C", "C", "C", "C", "C", "C", "C", "C", "C", "C", "C", "C", "C", "C", "C", "H", "H", "H", "H", "H", "H", "H", "H", "H", "H", "H", "H", "H", "H", "H", "H", "H", "H", "H", "H", "H", "H", "H", "H", "H", "H", "H", "H", "H", "H", "H", "H", "H", "H", "H", "H", "H", "H", "H", "H", "H", "H", "H", "H", "H", "H", "H", "H", "H", "H", "H", "H", "H", "H", "H", "H", "H", "H"],
  "positions_angstrom": [[-3.685, 10.838, -2.640], [10.790, -0.676, -5.341], [0.289, -2.770, 0.729], [2.202, -6.056, 6.431], [8.058, -0.062, 0.442], [-16.293, -1.878, -0.363], [10.859, 1.466, -5.100], [-3.961, 0.717, -1.679], [-14.395, -0.976, -0.853], [-9.083, -1.378, 6.145], [-10.391, -1.405, 4.427], [11.108, 0.174, -3.385], [-8.877, -2.931, 4.665], [3.986, 2.174, -2.670], [-3.300, 10.248, -0.601], [-4.150, 2.286, -0.212], [1.109, -7.228, 7.877], [-16.178, 0.244, -0.748], [6.433, -0.349, 1.829], [-5.465, 2.251, -1.924], [4.237, 0.881, -0.952], [3.911, 0.031, -2.908], [8.475, -0.600, 2.490], [1.315, -7.941, 5.848], [-5.227, 11.068, -1.145], [0.612, -2.603, -2.077], [6.663, 0.082, -2.991], [-3.454, -2.915, 1.455], [13.544, -0.616, -5.418], [-14.336, 0.431, 1.479], [-4.885, 8.381, -2.976], [-2.605, 3.839, -1.885], [-7.546, 0.207, 4.495], [8.276, 2.493, 1.449], [7.133, 1.843, 3.284], [-3.105, 2.452, -3.593], [0.289, -4.843, -2.388], [-15.851, -1.062, 2.231], [-1.184, -6.089, 6.858], [-8.027, -1.166, 2.770], [13.502, 1.418, -4.440], [-0.048, -5.536, 4.988], [6.631, 2.117, -2.015], [-5.095, 8.204, -0.736], [-2.330, -4.206, -0.133], [-1.156, -4.724, 0.341], [-15.278, -0.519, 1.322], [-2.504, -1.483, -0.280], [7.674, 0.159, 1.712], [14.931, 1.500, -4.569], [7.738, 1.633, 2.099], [-0.177, -6.115, 6.195], [-1.400, -3.517, 5.189], [-2.220, 3.197, -4.447], [-7.146, -0.404, 1.926], [-2.860, -4.683, -1.411], [3.482, -4.749, -1.014], [-5.629, 6.878, -0.898], [2.734, -4.278, 0.348], [-9.115, -1.613, 4.821], [-0.769, 2.870, -4.150], [11.425, 0.312, -4.689], [6.154, 4.059, 3.022], [-2.785, -2.936, 0.368], [1.110, -6.832, 6.590], [-4.241, 10.247, -1.567], [4.548, 1.017, -2.258], [0.332, -3.723, -1.549], [7.155, 3.196, 3.766], [-13.169, -0.269, 3.502], [-15.535, -0.786, -0.158], [12.934, 0.291, -4.913], [-14.027, 0.790, 2.836], [6.056, 0.990, -2.485], [-4.532, 5.882, -1.223], [-8.132, -0.744, 4.044], [-4.762, 8.846, -1.872], [8.059, 2.192, -2.147], [-4.189, 2.037, -1.534], [1.300, -4.974, 0.470], [8.462, 2.498, -3.578], [0.076, -4.004, 0.003], [-5.692, -0.719, 2.223], [-1.213, -4.850, 4.491], [15.335, 1.810, -5.998], [-3.202, 2.889, -2.323], [5.028, -4.289, -1.053], [5.312, -2.865, -0.367], [-1.483, -1.542, -0.811], [-4.053, 6.113, -2.177], [8.167, 3.606, 3.710], [5.154, 3.621, 3.083], [6.128, 5.067, 3.438], [7.974, 3.413, -3.924], [-5.508, -1.791, 2.136], [-3.749, 5.914, -0.461], [-1.100, -5.709, 0.033], [-5.032, -0.187, 1.536], [-2.244, -2.974, 4.762], [-2.422, 4.269, -4.365], [-12.884, 0.041, 4.508], [-6.093, 6.609, 0.053], [6.402, 4.133, 1.961], [-2.256, -4.379, -2.347], [-2.099, -5.485, 4.581], [-1.583, -3.648, 6.259], [15.035, 1.011, -6.680], [-7.358, 0.666, 2.019], [14.843, 2.723, -6.344], [-0.494, 3.162, -3.134], [3.493, -5.903, -0.964], [5.325, -4.181, -2.165], [-2.455, 2.904, -5.473], [8.156, 1.700, -4.258], [16.416, 1.936, -6.075], [3.385, -4.702, 1.207], [5.737, -5.049, -0.548], [6.884, 3.156, 4.824], [-1.047, -4.681, 3.424], [8.526, 1.273, -1.781], [9.542, 2.619, -3.657], [2.916, -4.454, -1.957], [-13.474, 1.731, 2.793], [15.401, 0.583, -4.203], [-0.106, 3.388, -4.845], [6.197, -2.311, -0.828], [-13.697, -1.222, 3.574], [-3.301, -1.320, -1.078], [-6.419, 6.874, -1.654], [5.458, -2.923, 0.777], [-0.498, -2.907, 5.095], [-3.915, -4.235, -1.569], [-7.374, -0.688, 0.896], [-0.596, 1.794, -4.226], [1.042, -5.309, 1.543], [-2.953, -5.835, -1.384], [4.387, -2.207, -0.525], [8.393, 3.003, -1.496], [-12.266, -0.452, 2.915], [-5.422, -0.434, 3.243], [1.257, -5.910, -0.179], [-2.519, -0.669, 0.533], [2.738, -3.149, 0.486], [-4.934, 4.870, -1.279], [-14.945, 0.983, 3.399], [15.259, 2.312, -3.915]],
  "orbital_gap_ev": 6.388,
  "lumo_ev": 1.62,
  "charge": -1,
  "spin_multiplicity": 1,
  "homo_energy_ev": -4.8
}

---

Table of F_max (eV/Å), in record order: 2.0 5.9